DFT (wB97M-V/def2-TZVPD) results for C40H27Br2CdN4O5Te as an isolated structure in a non-equilibrium geometry.

```
80
C40H27Br2CdN4O5Te | OMol25 | wB97M-V/def2-TZVPD
Cd -13.671 -4.748 -16.381
C -16.418 -0.458 -11.873
C -15.150 -0.930 -12.244
C -14.957 -2.024 -13.023
C -16.115 -2.619 -13.664
C -17.398 -2.059 -13.467
C -17.540 -1.074 -12.452
N -15.861 -3.580 -14.639
N -16.925 -4.156 -15.107
C -16.725 -5.435 -15.687
C -17.941 -6.171 -15.701
C -17.957 -7.487 -16.159
C -16.768 -8.014 -16.666
C -15.604 -7.292 -16.568
C -15.525 -5.975 -16.085
H -16.499 0.298 -11.128
H -14.312 -0.347 -11.891
H -13.956 -2.509 -13.121
H -18.227 -2.495 -13.975
H -18.555 -0.693 -12.175
H -18.767 -5.617 -15.306
H -18.904 -8.051 -16.212
H -16.722 -9.016 -17.185
H -14.647 -7.746 -16.837
O -12.851 -5.625 -18.358
C -11.966 -6.543 -18.385
C -11.391 -7.284 -17.262
C -10.371 -8.168 -17.642
C -9.650 -8.899 -16.685
C -9.928 -8.837 -15.290
C -11.020 -8.047 -14.940
C -11.680 -7.161 -15.806
O -12.477 -6.259 -15.347
N -8.651 -9.856 -17.189
O -8.135 -10.560 -16.347
O -8.479 -9.890 -18.402
H -11.553 -6.868 -19.327
H -10.116 -8.240 -18.693
H -9.286 -9.432 -14.586
H -11.416 -8.076 -13.934
Br -16.961 -0.917 -18.854
C -15.190 -0.908 -18.296
C -14.584 0.362 -18.316
C -13.350 0.626 -17.654
Br -12.859 2.405 -17.529
C -12.568 -0.437 -17.202
C -11.294 -0.338 -16.543
C -10.664 -1.435 -15.995
C -11.337 -2.630 -15.978
N -12.620 -2.737 -16.396
C -13.231 -1.757 -17.112
C -14.516 -2.045 -17.709
O -15.055 -3.214 -17.659
H -15.079 1.202 -18.794
H -10.841 0.657 -16.445
H -9.699 -1.313 -15.488
H -10.861 -3.531 -15.543
Te -11.660 -5.587 -12.191
C -11.039 -4.629 -10.370
C -11.462 -3.284 -10.151
C -10.953 -2.603 -9.056
C -10.036 -3.221 -8.186
C -9.649 -4.544 -8.400
C -10.055 -5.242 -9.518
C -13.483 -6.380 -11.345
C -14.190 -7.376 -11.989
C -15.315 -7.910 -11.351
C -15.878 -7.362 -10.220
C -15.234 -6.212 -9.718
C -13.986 -5.789 -10.158
H -12.091 -2.773 -10.900
H -11.330 -1.608 -8.836
H -9.665 -2.702 -7.326
H -9.063 -5.062 -7.663
H -9.798 -6.271 -9.815
H -13.792 -7.796 -12.902
H -15.684 -8.835 -11.772
H -16.715 -7.765 -9.675
H -15.804 -5.672 -8.906
H -13.494 -5.036 -9.635
```

## Properties
**Energy above the lowest of the compared OMol25 structures with the same formula, charge and spin**: 110.1 kJ/mol
**Charge**: -1
**Kohn-Sham gap**: 0.2393 Eh
**HOMO**: -4.690 eV
**Electronic energy**: -210054.7248 eV

---

DFT (wB97M-V/def2-TZVPD) results for C40H28ClF6MnN6O5S as an isolated structure in a non-equilibrium geometry.

```
88
C40H28ClF6MnN6O5S | OMol25 | wB97M-V/def2-TZVPD
Mn -1.411 -0.272 -0.071
Cl -0.685 -0.863 -7.385
C -0.980 -0.966 -5.669
C -1.230 -2.218 -5.095
C -1.472 -2.322 -3.752
C -1.472 -1.183 -2.888
O -1.744 -1.332 -1.647
C -1.197 0.080 -3.502
C -1.170 1.306 -2.772
N -1.237 1.471 -1.480
C -1.118 2.780 -0.989
C -0.558 3.846 -1.670
C -0.485 5.120 -1.090
C -0.938 5.346 0.183
C -1.477 4.277 0.937
C -1.918 4.417 2.276
C -2.392 3.323 2.948
C -2.432 2.086 2.280
N -2.057 1.933 1.033
C -1.575 2.998 0.354
C -0.974 0.162 -4.892
H -1.236 -3.097 -5.726
H -1.680 -3.278 -3.296
H -1.094 2.178 -3.423
H -0.144 3.722 -2.660
H -0.051 5.926 -1.666
H -0.870 6.326 0.634
H -1.858 5.387 2.751
H -2.720 3.386 3.975
H -2.779 1.200 2.795
H -0.790 1.128 -5.343
C 5.240 -1.705 3.349
C 5.452 -0.926 2.057
C 6.473 -1.635 1.175
C 6.686 -0.868 -0.114
C 5.376 -0.699 -0.820
C 5.313 -0.598 -2.199
C 4.088 -0.443 -2.835
F 4.087 -0.348 -4.186
C 2.911 -0.388 -2.136
C 2.955 -0.486 -0.733
C 1.682 -0.406 0.000
O 0.612 -0.336 -0.659
C 1.804 -0.398 1.428
C 3.034 -0.579 1.985
N 4.198 -0.748 1.313
C 4.183 -0.648 -0.072
C 0.628 -0.199 2.379
O 0.878 -0.239 3.586
O -0.513 -0.020 1.865
H 6.211 -2.001 3.744
H 4.656 -2.604 3.162
H 4.737 -1.126 4.117
H 5.839 0.077 2.298
H 6.113 -2.644 0.957
H 7.408 -1.731 1.732
H 7.396 -1.382 -0.765
H 7.116 0.114 0.113
H 6.213 -0.641 -2.794
H 1.956 -0.282 -2.626
H 3.073 -0.585 3.063
C 0.987 -3.525 4.316
C 0.433 -4.113 3.024
C -0.721 -3.332 2.503
N -0.767 -2.837 1.324
N -1.881 -2.109 1.082
C -2.705 -2.084 2.098
N -3.878 -1.446 2.082
S -2.130 -2.978 3.471
H 1.905 -4.036 4.598
H 0.279 -3.643 5.135
H 1.182 -2.462 4.199
H 0.138 -5.157 3.171
H 1.186 -4.098 2.233
H -4.004 -0.812 1.269
H -4.293 -1.203 2.966
F -7.906 2.544 -2.696
C -6.881 1.925 -2.067
C -6.655 2.123 -0.712
F -7.470 2.940 -0.014
C -5.600 1.493 -0.080
F -5.432 1.712 1.247
C -4.700 0.616 -0.738
O -3.723 0.063 -0.126
C -4.978 0.443 -2.123
F -4.193 -0.367 -2.855
C -6.027 1.076 -2.763
F -6.230 0.875 -4.080
```

## Properties
**Energy above the lowest of the compared OMol25 structures with the same formula, charge and spin**: 100.8 kJ/mol
**Charge**: -1
**Spin multiplicity**: 2
**Kohn-Sham gap (spin up / spin down)**: 0.2365 / 0.2348 Eh
**HOMO (spin up / spin down)**: -4.419 / -4.372 eV
**Electronic energy**: -132099.2220 eV